One molecule with the formula C5H3NO at a distorted geometry, computed with ωB97M-V/def2-TZVPD.

Computed properties:
Net charge: 0
LUMO level, eV: 0.60
SMILES: N#Cc1ccoc1
Orbital gap, eV: 10.288

XYZ file:
```
10
Properties=species:S:1:pos:R:3:forces:R:3
N -2.50644 1.74393 0.80027 0.84 -0.34 -0.53
C -1.56449 1.22389 0.37283 -0.99 0.76 -0.29
C -0.39714 0.47730 0.02654 -0.22 -0.15 0.54
C 0.02796 -0.32746 -1.08489 -0.30 -0.20 0.08
C 1.00953 -1.12616 -0.60379 -0.39 0.47 -0.20
O 1.28961 -0.85469 0.70307 -0.86 1.87 0.55
C 0.39230 0.20851 1.09133 1.83 -1.05 -1.13
H -0.33451 -0.31299 -2.10151 -0.15 -0.09 0.19
H 1.52106 -1.91800 -1.15925 0.07 0.35 0.83
H 0.55019 0.94682 1.90342 0.17 -1.62 -0.03
```
Positions in Å, forces in eV/Å.

---

C21H48FO3OsSSbSi as an isolated structure, computed with ωB97M-V/def2-TZVPD.

Computed properties:
Net charge: +2
LUMO level (alpha / beta), eV: -7.77 / -8.61
2S+1: 5
Orbital gap (alpha / beta), eV: 6.324 / 6.917

XYZ file:
```
77
Properties=species:S:1:pos:R:3:forces:R:3
Os -1.43271 -1.36269 0.01127 -0.34 0.77 -0.32
C -2.24979 0.28082 2.30030 -0.07 0.11 -0.02
C -0.76326 0.58138 2.30232 0.00 0.05 0.15
C -0.10239 0.28917 3.63089 0.03 -0.04 -0.03
C -0.43752 1.95559 1.76709 0.05 -0.01 0.02
O -0.20551 -0.41012 1.29659 -0.29 -0.12 -0.09
Si 1.32642 -1.12093 1.02024 0.12 -0.23 0.21
S 0.46747 -2.23954 -0.68063 0.32 -0.38 -0.03
O 2.27471 0.07936 0.61682 -0.03 -0.03 0.01
C 3.74275 0.26632 0.72036 0.18 0.05 -0.03
C 4.07676 0.47202 2.18763 -0.04 -0.05 -0.01
C 4.41933 -0.96391 0.14109 -0.06 -0.05 0.03
C 4.03773 1.50574 -0.10159 -0.05 0.00 -0.02
O 1.79774 -2.08012 2.17936 -0.03 0.22 -0.12
C 1.54049 -3.37674 2.83667 0.03 -0.09 0.04
C 2.36838 -4.41310 2.10204 0.01 0.00 -0.03
C 2.00215 -3.19355 4.26869 0.05 -0.01 0.03
C 0.05654 -3.69171 2.76789 -0.04 0.18 -0.01
H -2.77858 0.95191 2.97855 0.02 -0.02 0.03
H -2.45517 -0.74111 2.63478 -0.02 -0.01 -0.01
H -2.69590 0.48211 1.30809 0.03 -0.06 0.07
H -0.47489 0.99101 4.37813 0.00 0.01 -0.03
H 0.98033 0.41951 3.55888 -0.05 -0.02 0.05
H -0.32559 -0.72277 3.97174 0.04 0.05 -0.01
H -0.84542 2.71494 2.43630 0.01 -0.03 -0.01
H -0.87813 2.09508 0.77889 0.00 -0.01 0.01
H 0.64262 2.09096 1.70160 -0.04 0.03 -0.03
H 3.81827 -0.41298 2.77417 0.02 0.06 -0.01
H 3.54542 1.34035 2.58308 0.01 -0.03 0.00
H 5.14592 0.65572 2.30007 -0.03 -0.02 -0.01
H 4.17708 -1.85627 0.72774 0.04 0.05 -0.05
H 5.50196 -0.83662 0.16124 -0.03 -0.01 0.01
H 4.11814 -1.11639 -0.89845 0.01 0.00 0.04
H 3.49108 2.36529 0.29061 0.02 -0.03 -0.03
H 3.76056 1.34986 -1.14596 0.01 0.02 0.04
H 5.10343 1.73153 -0.06033 -0.02 -0.01 0.00
H 3.42635 -4.15021 2.13035 -0.03 -0.01 0.00
H 2.04888 -4.50265 1.06032 0.02 -0.01 0.05
H 2.24646 -5.38594 2.57948 0.00 0.01 -0.03
H 3.05865 -2.92486 4.29797 -0.04 0.00 0.01
H 1.87053 -4.12676 4.81735 0.01 0.02 -0.01
H 1.42520 -2.41610 4.77297 0.02 -0.02 -0.02
H -0.26459 -3.83853 1.73539 -0.04 -0.03 -0.03
H -0.52928 -2.88919 3.22797 0.01 -0.07 -0.03
H -0.15965 -4.60980 3.31237 0.04 -0.01 0.01
C -3.31820 3.20155 -1.07070 0.10 -0.01 0.04
C -2.18272 2.87406 -2.03334 0.00 -0.04 -0.02
C -0.90993 3.66462 -1.76323 -0.03 0.00 0.02
Sb -1.83164 0.72531 -2.12603 -0.15 -0.36 0.00
C -3.62712 -0.18375 -2.95180 0.02 0.13 0.02
C -4.07578 0.51694 -4.23064 -0.03 0.05 0.08
C -4.73935 -0.21601 -1.90638 0.01 0.04 -0.07
C -0.18157 0.35588 -3.49298 0.03 0.07 0.06
C 1.16935 0.66537 -2.85354 -0.05 -0.01 0.05
C -0.37658 1.13450 -4.79293 -0.01 0.07 0.08
H -3.51482 4.27548 -1.10616 0.00 -0.02 0.00
H -3.05597 2.95474 -0.03832 -0.01 0.02 -0.02
H -4.24503 2.68865 -1.32252 0.01 0.02 0.00
H -2.50981 3.06763 -3.06080 0.00 -0.09 0.00
H -0.50576 3.47038 -0.76907 0.01 0.01 -0.03
H -1.14682 4.73040 -1.81303 0.02 -0.02 -0.01
H -0.12930 3.46800 -2.49731 -0.02 0.01 0.00
H -3.31134 -1.20402 -3.17309 0.07 0.00 0.00
H -4.34974 1.55878 -4.04702 0.00 -0.03 -0.02
H -4.96747 0.01076 -4.60858 0.02 0.03 0.00
H -3.32655 0.48745 -5.01728 0.01 -0.01 -0.04
H -5.12319 0.78182 -1.69388 -0.02 -0.02 -0.01
H -4.42710 -0.67952 -0.97181 -0.06 0.01 0.02
H -5.56999 -0.80633 -2.29869 0.00 0.01 0.03
H -0.25762 -0.71634 -3.68971 -0.05 -0.01 0.03
H 1.29207 1.73289 -2.66549 -0.01 0.00 -0.01
H 1.96128 0.36449 -3.54480 -0.02 0.00 0.04
H 1.32567 0.13821 -1.90992 0.02 0.05 -0.08
H -0.36307 2.21433 -4.62275 0.00 -0.05 -0.02
H -1.29764 0.87636 -5.30881 -0.01 0.00 -0.03
H 0.45214 0.90349 -5.46674 -0.02 0.01 0.02
F -2.72939 -2.29217 -0.93300 0.31 -0.10 0.06
```
Positions in Å, forces in eV/Å.

---

C29H43ClF3NO16S2Si2 as an isolated structure at a distorted geometry, computed with ωB97M-V/def2-TZVPD.

Computed properties:
Net charge: 0
LUMO level, eV: -0.14
Orbital gap, eV: 9.073

XYZ file:
```
97
Properties=species:S:1:pos:R:3:forces:R:3
C 1.55439 -4.07946 -0.38486 0.12 -0.13 0.07
C 1.34203 -2.69855 -0.94185 0.17 0.28 0.16
O 2.00044 -2.26817 -1.86439 -0.11 -0.07 -0.19
N 0.36055 -1.88505 -0.37056 -0.61 -0.69 -0.42
C -0.38719 -2.39720 0.75350 0.50 0.46 0.69
C -1.47818 -3.41734 0.54041 -0.12 0.10 -0.22
O -0.13877 -1.96686 1.85302 -0.21 -0.28 -0.33
Si -0.54929 -0.92605 -1.57365 0.09 -0.20 -0.41
C -2.01096 -0.28405 -0.61132 0.10 -0.03 0.10
C -2.86289 0.78725 -1.29036 -0.42 -0.37 -0.07
O -4.19790 0.27067 -1.37841 0.14 0.03 0.01
C -1.04685 -2.01380 -3.00964 0.02 0.16 -0.16
C -2.50968 -1.91654 -3.45386 0.06 -0.24 -0.17
C -2.81391 -2.86883 -4.62075 0.19 0.15 0.16
S -2.46709 -2.16069 -6.25075 0.12 -0.03 -0.16
O 0.39132 0.27035 -2.23558 -0.34 0.39 1.03
Si 1.29039 1.41648 -1.49634 0.24 -0.15 -0.86
Cl 2.20999 0.77355 0.18235 0.01 0.01 0.22
C 2.42465 2.23537 -2.70764 0.01 0.02 0.20
C 3.30417 1.28232 -3.53054 0.12 0.23 0.08
C 4.24546 0.42656 -2.69285 0.04 0.32 -0.06
O 2.49298 0.42340 -4.30418 0.30 -0.17 -0.11
C 2.13666 0.84867 -5.59546 -0.25 -0.03 -0.03
C 2.23058 -0.29622 -6.57817 0.06 0.06 0.04
C 1.82373 -0.09587 -7.89341 -0.02 0.11 0.10
C 1.87623 -1.12687 -8.80947 -0.01 -0.12 -0.11
C 2.33392 -2.37876 -8.42008 -0.02 0.00 -0.09
C 2.75168 -2.57923 -7.11613 -0.03 -0.14 -0.08
C 2.70335 -1.54356 -6.19565 -0.01 0.11 0.08
S 0.03728 3.07621 -0.68633 0.66 0.16 0.38
C -1.04878 3.68474 -1.95080 -0.26 0.06 -0.18
O 1.02278 4.12141 -0.45757 -0.16 -0.04 0.02
O -0.75965 2.63006 0.44578 -0.27 -0.10 -0.23
H 2.29983 -4.57688 -0.99893 0.03 0.03 0.05
H 0.63671 -4.66890 -0.40246 -0.01 0.06 -0.02
H 1.90357 -4.03764 0.64841 -0.01 0.05 0.01
H -1.61276 -3.69666 -0.50392 0.09 -0.02 0.01
H -1.26713 -4.30149 1.13921 -0.03 0.01 0.04
H -2.41080 -2.97781 0.89471 0.00 -0.08 0.12
H -1.69572 0.02321 0.38915 -0.01 0.13 -0.04
H -2.67390 -1.14376 -0.46990 0.00 -0.01 0.01
H -2.86612 1.70338 -0.70154 0.18 0.09 -0.06
H -2.50716 0.99531 -2.30663 0.05 0.14 0.03
H -4.74995 0.92402 -1.81746 -0.05 0.02 0.00
H -0.81400 -3.06076 -2.78898 0.05 0.00 0.07
H -0.40293 -1.73441 -3.85037 0.07 -0.06 0.01
H -2.72858 -0.89996 -3.78734 -0.16 0.02 0.19
H -3.18233 -2.16347 -2.62961 -0.03 0.14 0.05
H -2.14515 -3.72978 -4.57120 -0.15 -0.11 0.06
H -3.84008 -3.22529 -4.58120 -0.02 -0.04 -0.09
H -3.55161 -1.38355 -6.32014 -0.08 0.08 0.02
H 3.04111 2.93691 -2.13924 0.01 0.02 -0.02
H 1.81246 2.84486 -3.38170 -0.02 -0.02 -0.03
H 3.92807 1.90677 -4.18315 -0.14 -0.02 -0.14
H 3.73016 -0.45602 -2.31762 0.01 -0.04 0.05
H 5.09904 0.13561 -3.30350 -0.08 -0.26 -0.02
H 4.64240 1.01051 -1.86043 -0.06 -0.06 0.06
H 2.76246 1.68564 -5.92415 0.11 -0.02 0.00
H 1.09909 1.20924 -5.59571 0.00 0.06 0.03
H 1.45710 0.87549 -8.20466 -0.02 0.05 0.03
H 1.55215 -0.95804 -9.82773 0.00 -0.01 -0.03
H 2.35796 -3.19084 -9.13375 0.03 -0.03 -0.02
H 3.10774 -3.55546 -6.81384 0.03 0.00 0.04
H 3.02547 -1.69865 -5.17612 -0.03 0.00 0.05
H -1.88898 4.15675 -1.44110 0.04 0.03 0.01
H -1.41295 2.87744 -2.58444 0.04 -0.05 0.06
H -0.49836 4.41579 -2.53592 0.03 0.00 -0.03
C -1.21712 -0.50887 4.65481 0.15 -0.08 -0.31
C -0.08308 -0.63723 5.65009 -0.14 0.06 -0.02
O -0.67663 -0.15153 6.84395 0.05 -0.27 0.07
C -2.02303 -0.36199 6.76485 0.12 0.11 -0.18
O -2.76351 -0.29076 7.68435 -0.10 0.06 0.13
O -2.36712 -0.67133 5.49866 -0.06 0.04 -0.02
F 0.98363 0.13220 5.34000 -0.02 0.09 0.01
H -1.22578 0.48770 4.21093 0.11 -0.51 0.10
H -1.19900 -1.26364 3.87551 -0.10 -0.13 0.12
H 0.26113 -1.65971 5.81562 0.11 0.02 -0.01
C 1.13589 0.21740 9.58805 -0.08 0.02 -0.02
C 0.94988 -0.59145 10.85452 0.12 0.03 -0.01
O 2.01541 -0.13814 11.66495 -0.17 0.06 0.15
C 2.33707 1.13008 11.27475 -0.02 -0.12 -0.15
O 3.02148 1.87072 11.88983 0.11 0.05 0.05
O 1.74789 1.40976 10.08956 -0.02 -0.01 -0.04
F 1.08196 -1.92503 10.64437 0.08 0.00 -0.02
H 1.82402 -0.28601 8.90688 -0.01 -0.07 0.03
H 0.20877 0.44367 9.07363 0.01 0.16 0.04
H 0.00620 -0.41401 11.37241 -0.04 -0.11 -0.02
C -2.06634 3.96027 2.84498 -0.01 0.02 0.04
C -2.31395 3.28529 4.17848 -0.13 0.34 0.00
O -2.15452 4.34776 5.09409 -0.18 -0.16 0.05
C -2.45073 5.51356 4.44739 0.09 0.00 -0.07
O -2.64062 6.55015 4.98080 0.03 0.06 0.04
O -2.50877 5.29725 3.11383 0.00 -0.09 -0.06
F -1.40543 2.31236 4.45205 0.09 0.57 0.09
H -1.00642 3.96353 2.59653 0.03 -0.07 0.03
H -2.62624 3.53028 2.02209 -0.08 0.10 -0.01
H -3.31329 2.86221 4.29880 0.05 -0.13 0.01
```
Positions in Å, forces in eV/Å.

---

An isolated ion of composition C10H20N2P and charge +1 at a distorted geometry, computed with ωB97M-V/def2-TZVPD.

Computed properties:
Net charge: +1
LUMO level, eV: -4.37
SMILES: CCCC[N@H+](CC)[C@H]1CN=CC=P1
Orbital gap, eV: 8.437

XYZ file:
```
33
Properties=species:S:1:pos:R:3:forces:R:3
C 1.38080 -4.05997 -1.62746 -1.16 -1.81 -1.59
C 1.29029 -2.55087 -1.62815 -0.26 -0.13 -0.12
C 0.82826 -1.92493 -0.28084 0.20 2.53 -3.12
C 0.43383 -0.38512 -0.61679 2.38 -0.92 0.21
N -0.27042 0.26434 0.56964 0.82 1.08 -0.90
C -1.73660 0.37182 0.27556 1.41 -5.60 0.49
C -2.33644 -1.09857 0.25856 0.12 1.35 -0.55
C 0.34141 1.57136 1.04487 0.54 0.29 -0.45
C 0.21005 2.60496 -0.12005 2.48 -1.80 1.37
N 0.72211 3.86348 0.23048 1.50 0.63 -2.21
C 0.50953 4.35858 1.34028 0.48 2.79 0.83
C -0.19969 3.81769 2.43432 -1.65 -1.55 1.57
P -0.49573 2.15164 2.69610 0.40 1.55 -0.93
H 0.38429 -4.45176 -1.30477 1.01 -0.04 0.69
H 2.26788 -4.51043 -1.16211 -0.60 0.23 0.41
H 1.35020 -4.55465 -2.66955 0.48 1.35 1.11
H 2.20214 -2.13423 -1.94884 1.31 0.65 -0.39
H 0.56783 -2.30647 -2.41326 -0.14 0.26 0.21
H -0.06792 -2.46083 -0.20437 -1.09 -0.82 1.84
H 1.62957 -1.87809 0.45471 -0.47 -0.66 0.40
H 1.44771 0.10994 -0.77259 -1.51 -0.23 0.13
H -0.18404 -0.26634 -1.50792 0.14 -0.12 0.16
H 0.01732 -0.38793 1.27209 -1.00 -0.68 1.08
H -2.27645 0.71388 1.06661 -1.04 2.22 1.97
H -1.89470 0.74314 -0.66973 -0.10 1.61 -1.75
H -1.94308 -1.78272 -0.52203 -0.07 0.37 0.90
H -2.38738 -1.44516 1.29822 0.25 -0.50 -0.52
H -3.33739 -0.85009 -0.04854 -0.76 -0.44 -0.02
H 1.41299 1.32038 1.25631 -0.71 0.33 -0.20
H 0.76612 2.24080 -1.01931 -0.98 0.23 0.51
H -0.79756 2.81977 -0.21562 -2.43 -0.16 -1.09
H 0.76525 5.43266 1.50258 0.30 -0.77 -0.34
H -0.60019 4.66370 3.03161 0.16 -1.24 0.35
```
Positions in Å, forces in eV/Å.

---

Energy above the lowest of the compared OMol25 structures with the same formula, charge and spin? In order: 73.4; 47.3; 0.0; 176.3 kJ/mol.